# 1
Here is a 14-piece molecular cluster, C34H50Cl39FN4O6PS2 overall at a distorted geometry from the Open Molecules 2025 dataset. Energies are from wB97M-V/def2-TZVPD.

Structure (XYZ):
```
137
Properties=species:S:1:pos:R:3
Cl -2.627 1.740 -6.289
Cl 6.524 -5.993 -7.861
Cl -11.433 -0.953 7.187
Cl -7.838 6.204 -1.307
Cl -3.201 -0.858 10.965
Cl 4.281 3.444 8.614
Cl -5.318 0.499 7.381
Cl 8.194 -10.439 -1.668
Cl 7.005 2.164 -3.247
Cl 5.261 0.441 -4.821
Cl 2.553 -11.287 -1.743
Cl 1.082 -9.723 -3.712
Cl 5.206 -4.070 0.560
Cl -9.023 6.185 1.354
Cl 4.010 6.005 3.488
Cl 4.533 -6.845 1.137
Cl -7.062 -1.223 5.808
Cl -5.113 3.190 -5.842
Cl -5.739 -2.135 10.324
Cl 2.589 -8.378 -1.613
Cl 5.796 -6.552 -5.097
Cl -6.349 5.106 0.942
Cl 8.095 -0.184 -4.582
Cl 5.520 -9.359 -1.257
Cl 3.351 7.651 1.177
Cl -9.141 -0.276 8.851
Cl 7.397 -4.204 -5.734
Cl -3.355 -2.773 8.776
Cl 2.680 1.096 9.252
Cl 3.409 1.655 6.488
Cl 0.897 6.729 5.288
Cl -4.227 -1.849 6.047
Cl -2.916 4.469 -7.266
Cl -1.299 5.451 6.712
Cl 1.717 5.328 1.824
Cl 6.705 -9.340 -3.918
Cl 1.187 4.000 6.265
Cl 5.903 -6.164 -1.341
Cl -9.800 1.370 6.541
S 1.218 -1.209 0.684
S -1.025 0.083 -3.128
P -3.098 1.111 1.657
F -2.295 3.320 0.127
O 4.878 -0.867 -1.324
O -4.957 0.165 -1.057
O 1.949 -1.905 -5.025
O 2.581 -1.365 -2.193
O -0.472 -2.288 -5.556
O 4.523 3.503 -1.449
N -7.310 1.610 -1.070
N -1.064 3.744 -2.357
N -2.035 1.506 -3.081
N -1.697 2.244 -0.501
C 0.514 -1.484 -5.087
C 6.681 0.500 -3.763
C 2.121 -3.067 -4.141
C 2.699 6.647 2.484
C -1.600 2.497 -2.010
C 1.624 -9.805 -2.027
C -2.671 -0.669 2.290
C 5.707 -5.760 0.373
C 3.605 2.566 -2.155
C -10.452 0.366 7.847
C 0.127 0.070 -4.604
C 3.084 -1.200 0.485
C 4.328 3.246 0.008
C -0.905 4.245 -3.777
C 2.839 -2.724 -2.693
C -2.652 1.090 -0.199
C 0.061 5.199 5.605
C -3.979 -2.337 10.376
C 3.923 1.764 8.180
C 3.566 -1.138 -1.085
C -7.955 5.328 0.228
C 2.302 -3.831 -1.607
C -4.963 1.367 1.975
C 7.038 -5.884 -6.169
C 1.676 3.634 -3.826
C -5.198 1.052 3.601
C -6.231 0.900 -1.314
C -3.923 1.221 -1.226
C -5.642 -1.165 6.866
C -3.752 2.939 -6.949
C 6.588 -10.216 -2.382
C 2.159 3.334 -2.283
C 0.613 4.922 -3.894
C -3.486 1.147 -2.835
H -0.331 4.819 4.658
H -4.144 2.558 -7.896
H 2.149 4.360 -1.686
H 6.671 -5.890 0.870
H 1.041 2.699 -4.165
H -4.426 2.267 -1.063
H 1.086 -3.568 -3.898
H -11.092 0.991 8.475
H -3.593 -1.412 2.177
H -2.104 0.076 -0.445
H -5.199 2.506 1.804
H 3.440 1.636 -1.443
H -2.280 -0.633 3.394
H -4.149 1.315 4.109
H -0.737 4.406 -1.589
H 2.862 -3.826 -4.689
H 1.163 0.523 -4.224
H 3.202 3.000 0.284
H -5.849 -1.767 7.754
H -6.016 1.743 4.073
H -1.658 5.164 -3.885
H -3.650 0.065 -3.295
H -5.676 0.633 1.408
H 6.160 -11.202 -2.580
H 0.564 -1.567 -0.513
H 2.852 -3.813 -0.571
H 3.548 -0.310 1.113
H 3.506 -2.204 0.936
H -1.779 -1.082 1.628
H 6.473 -0.102 -2.874
H -0.211 0.742 -5.508
H -8.384 4.342 0.031
H -3.746 -3.149 11.070
H 1.346 2.603 -1.807
H 2.522 -4.900 -2.088
H -5.358 -0.098 3.787
H 2.558 3.733 -4.596
H 4.020 -2.810 -2.849
H 4.634 4.197 0.650
H 4.980 2.350 0.394
H -1.128 3.456 -4.611
H 4.014 2.190 -3.185
H 7.951 -6.473 -6.047
H 0.742 -9.823 -1.382
H 2.059 7.272 3.112
H 1.157 -3.639 -1.435
H 0.874 5.634 -3.002
H 0.791 5.405 -4.956
H -4.190 1.885 -3.446
H 4.835 1.175 8.301
```

Net charge: +1
HOMO-LUMO gap (Eh): 0.2402
LUMO energy (hartree): -0.1604
Molecular weight (g/mol): 2107.57
Strongest force on any atom (eV/A): 11.83

Mulliken population analysis, charges in e, atoms 1 to 99: -0.054 -0.119 -0.117 -0.122 -0.107 -0.100 -0.093 -0.130 -0.118 -0.151 -0.118 -0.128 -0.112 -0.114 -0.078 -0.108 -0.100 -0.110 -0.095 -0.021 -0.070 -0.121 -0.130 -0.035 -0.125 -0.061 -0.089 -0.069 -0.105 -0.097 -0.136 -0.127 -0.107 -0.128 -0.052 -0.099 -0.025 -0.019 -0.096 -0.196 -0.150 -0.089 -0.192 -0.558 -0.325 -0.297 0.274 -0.540 -0.476 -0.486 0.181 0.409 0.126 0.167 0.468 -0.650 0.017 -0.262 -0.037 -0.532 -0.178 0.573 -0.073 0.193 -0.464 -0.334 -0.273 0.324 0.037 0.113 -0.035 -0.034 0.357 0.142 -0.717 0.101 -0.019 0.192 -0.753 0.477 0.147 0.178 -0.138 -0.070 -0.026 -0.778 -0.617 0.187 0.407 0.216 0.411 -0.380 0.451 0.360 0.351 0.262 0.044 -0.110 -0.346

# 2
Here is C34H51BN5O9PSiTi as an isolated structure at a distorted geometry from the Open Molecules 2025 dataset. Energies are from wB97M-V/def2-TZVPD.

Structure (XYZ):
```
103
Properties=species:S:1:pos:R:3
Ti 0.164 0.708 1.415
P 1.565 -2.194 0.927
Si -0.460 0.151 -1.869
O -2.053 -0.194 -2.059
O -3.702 1.364 1.095
O -0.171 1.602 -2.558
O 2.162 0.727 5.040
O 0.375 -0.979 -2.720
O 2.945 -1.877 0.146
O 2.138 -3.018 2.240
O 1.213 -3.535 0.033
O -0.024 0.133 -0.330
N -1.586 1.311 2.030
N -1.458 -1.257 1.936
N 0.561 1.017 3.378
N 0.603 2.667 1.044
N 2.259 0.689 1.496
C 3.949 -2.856 -0.096
C 1.192 3.661 1.015
C 1.744 -2.381 -4.020
C 1.794 0.787 3.872
C -1.630 1.918 3.287
C -2.171 -2.566 -1.531
C 3.069 0.932 0.463
C -0.035 3.925 -2.958
C -4.200 -1.157 -2.021
C -2.723 2.573 3.838
C -0.415 2.180 5.375
C 2.787 0.681 2.730
C -1.796 3.030 -1.425
C -0.460 1.700 4.073
C -3.797 -2.773 2.069
C -2.641 -0.738 1.579
C 1.436 -0.931 -3.664
C -2.706 0.778 1.459
C 1.017 -0.157 -4.913
C -2.737 -1.409 -2.357
C 2.667 -0.276 -3.040
C -2.584 -3.315 2.441
C -3.821 -1.456 1.637
C -1.454 -2.511 2.368
C 0.314 -4.548 0.438
C -2.660 3.038 5.150
C 4.431 1.098 0.605
C 4.990 0.981 1.864
C 4.148 0.781 2.946
C -0.993 2.773 -2.695
C -2.583 -1.721 -3.845
C -1.516 2.849 5.907
C 1.939 -2.516 3.559
C -1.932 2.564 -3.879
B 2.052 4.976 0.930
H 0.587 3.703 -3.829
H -3.514 3.550 5.579
H -2.332 3.978 -1.499
H -2.310 -2.368 -0.467
H -3.165 -2.607 -4.112
H 1.990 -2.933 -3.110
H 1.646 5.633 -0.010
H 4.505 0.728 3.965
H 0.758 0.863 -4.631
H -2.518 2.227 -1.257
H -4.707 -3.357 2.134
H -4.740 -0.947 1.380
H 2.585 0.995 -0.502
H 1.937 5.574 1.979
H 3.201 4.605 0.752
H 1.835 -0.138 -5.636
H 4.340 -3.243 0.845
H -1.099 -2.658 -1.722
H -2.561 1.693 -3.687
H -2.931 -0.874 -4.440
H 2.871 -2.119 3.960
H 3.555 -3.680 -0.690
H 2.464 0.784 -2.864
H 4.746 -2.355 -0.643
H 6.060 1.074 2.003
H -2.669 -3.503 -1.789
H 1.605 -3.338 4.194
H -4.274 -0.734 -1.018
H -3.611 2.711 3.235
H 0.614 4.072 -2.092
H -2.568 3.440 -4.023
H -0.499 -2.901 2.703
H 2.888 -0.755 -2.084
H 0.568 -4.916 1.436
H -4.777 -2.085 -2.068
H 1.190 -1.719 3.587
H -0.719 -4.197 0.428
H -1.476 3.220 6.924
H -0.588 4.848 -3.143
H -2.507 -4.333 2.799
H 0.872 -2.849 -4.483
H 0.141 -0.621 -5.373
H 2.585 -2.435 -4.714
H -4.626 -0.435 -2.721
H -1.530 -1.897 -4.068
H -1.130 3.069 -0.564
H 3.529 -0.369 -3.704
H 0.417 -5.364 -0.276
H 0.475 2.021 5.965
H 5.041 1.326 -0.258
H -1.359 2.386 -4.793
```

Multiplicity: 2
Net charge: -1
Energy relative to the best compared isomer or geometry (same formula, charge and spin) (kcal per mole): 0.0
HOMO-LUMO gap (alpha / beta) (Eh): 0.2206 / 0.2503
LUMO energy (alpha / beta) (hartree): 0.0822 / 0.0822
Molecular weight (g/mol): 791.55
Expectation value of S²: 0.755
Strongest force on any atom (eV/A): 1.61

Mulliken population analysis, charges in e, atoms 1 to 99: -1.064 -0.031 -3.189 0.952 -0.702 -0.049 -0.802 1.280 0.461 -0.450 -0.289 1.869 1.214 0.998 0.946 -0.501 1.389 -1.134 0.089 -1.740 0.096 -0.121 -0.845 -0.797 -1.814 -1.726 -0.617 -1.019 0.537 -1.099 0.522 -0.860 0.779 1.922 -1.157 -1.640 1.900 -1.242 -1.101 -0.572 -0.271 -0.634 -0.714 -0.842 -0.716 -0.799 2.104 -1.651 -0.632 -0.770 -1.712 0.715 0.332 0.393 0.630 -0.096 0.515 0.177 -0.182 0.610 0.077 -0.046 0.424 0.537 0.365 -0.178 -0.205 0.525 0.292 -0.035 0.044 0.324 0.254 0.278 0.062 0.251 0.430 0.715 0.402 0.192 0.510 0.293 0.509 0.529 -0.100 0.295 0.336 0.169 0.072 0.380 0.366 0.455 0.334 0.304 0.425 0.397 -0.046 -0.144 0.649

# 3
Here is C34H51BaClN5O4 as an isolated structure from the Open Molecules 2025 dataset. Energies are from wB97M-V/def2-TZVPD.

Structure (XYZ):
```
96
Properties=species:S:1:pos:R:3
Ba -0.898 -0.461 0.458
Cl -0.284 -2.844 2.611
O -1.503 -2.631 1.817
O 0.463 -1.613 2.430
O 0.445 -3.947 2.102
O -0.627 -3.020 3.978
N -0.827 1.108 3.004
N -1.827 1.170 5.225
N 0.462 1.926 4.912
N 1.317 -0.713 -1.016
N -1.376 3.249 4.046
C 0.213 -3.548 -4.038
C 5.580 1.493 -2.352
C -0.045 3.272 4.651
C 1.426 -4.824 -2.270
C 0.206 -2.736 -1.669
C -2.972 -0.075 -1.668
C 2.247 0.254 -0.923
C 0.506 1.191 3.649
C 2.027 1.320 0.005
C 2.597 3.458 1.179
C 0.190 -3.974 -2.570
C 2.893 2.381 0.167
C -3.549 1.211 0.135
C -3.006 -1.158 -2.710
C 1.448 -1.855 -1.905
C -3.777 -0.023 -0.508
C 2.680 -3.983 -2.513
C 4.063 2.455 -0.592
C -0.482 1.245 5.799
C 4.333 1.444 -1.504
C -4.410 1.732 1.252
C -1.296 2.489 2.800
C -1.184 1.504 -2.748
C 1.463 -2.706 -4.295
C 3.458 0.382 -1.662
C -2.065 3.315 -0.396
C -2.560 1.911 -0.600
C 2.662 -2.756 -1.594
C -2.280 2.535 4.949
C -2.208 1.119 -1.716
C -4.809 -1.038 -0.113
C -1.739 0.447 3.957
C 2.715 -3.531 -3.977
C 1.426 -1.466 -3.399
H -5.465 1.728 0.956
H -0.155 1.421 -2.380
H 0.511 -0.893 -3.582
H -0.609 2.994 2.118
H 1.487 -2.395 -5.345
H -0.715 -4.557 -2.369
H -0.682 -2.965 -4.277
H 3.085 4.395 0.907
H 1.401 -5.164 -1.231
H -0.696 -2.151 -1.876
H -4.353 1.140 2.172
H -3.877 -1.066 -3.369
H -4.964 -1.060 0.968
H 6.199 2.351 -2.090
H -3.057 -2.159 -2.269
H -0.972 3.375 -0.354
H -4.174 2.766 1.510
H -0.123 0.231 5.989
H 0.180 -3.055 -0.620
H 5.330 1.568 -3.412
H -2.373 3.962 -1.226
H -1.254 0.873 -3.636
H -4.520 -2.048 -0.414
H 1.197 1.688 2.965
H 0.643 3.784 3.974
H -1.379 -0.566 4.146
H 6.179 0.590 -2.223
H 3.612 -2.930 -4.160
H 1.435 -5.715 -2.908
H 2.957 3.180 2.174
H 0.207 -4.434 -4.683
H 3.723 -0.367 -2.393
H -0.533 1.785 6.748
H -2.734 0.390 3.509
H -0.090 3.826 5.592
H -3.273 2.493 4.495
H 2.588 -3.066 -0.547
H -2.121 -1.133 -3.348
H -5.786 -0.839 -0.571
H 1.524 3.652 1.254
H -1.321 2.538 -3.080
H -2.281 2.453 2.341
H 3.597 -2.205 -1.692
H -2.453 3.772 0.515
H 3.569 -4.584 -2.295
H 2.257 -0.804 -3.642
H 4.745 3.290 -0.475
H -2.345 3.083 5.892
H 2.768 -4.403 -4.638
H 1.151 1.342 0.653
H 0.864 0.181 3.836
```

Net charge: -1
Energy relative to the best compared isomer or geometry (same formula, charge and spin) (kcal per mole): 43.2
HOMO-LUMO gap (Eh): 0.2281
LUMO energy (hartree): 0.0876
Molecular weight (g/mol): 766.59
Strongest force on any atom (eV/A): 0.99

Computed Mulliken charges, given in elementary charges: 0.052 1.921 -0.761 -0.581 -0.681 -0.723 1.958 0.062 0.077 0.930 0.060 -1.558 -1.811 -0.730 -1.681 -0.825 1.033 -0.921 -0.503 2.205 -1.499 0.873 0.942 1.995 -1.627 1.682 -0.633 0.513 -0.904 -0.707 -0.066 -1.809 0.833 -1.518 0.500 -0.296 -1.802 1.391 -0.970 -0.791 -0.134 -1.917 -0.608 -1.448 -0.813 0.411 -0.093 -0.107 -0.545 0.348 0.501 0.276 0.433 0.490 -1.056 0.174 0.440 0.388 0.379 0.328 0.087 0.537 0.377 -0.376 0.334 0.446 0.469 0.380 -0.511 0.339 0.173 0.333 0.510 0.542 0.310 0.570 0.589 0.335 -0.081 0.367 0.390 0.398 0.118 0.308 0.113 0.467 -0.929 0.478 0.489 0.260 0.552 0.288 0.329 0.541 -1.958 0.355

# 4
Here is a 3-piece molecular cluster, C34H51BrFN4O2 overall at a distorted geometry from the Open Molecules 2025 dataset. Energies are from wB97M-V/def2-TZVPD.

Structure (XYZ):
```
93
Properties=species:S:1:pos:R:3
Br -0.264 3.556 -3.191
F 1.888 1.544 -3.665
O 2.656 0.601 5.079
O 3.207 2.333 6.322
N -1.042 1.536 0.182
N -0.911 2.429 -0.779
N -0.030 -2.446 4.091
N 2.058 -1.382 -8.117
C -0.849 -2.319 -2.110
C 1.214 -2.471 4.575
C 1.173 3.324 5.371
C 2.163 -2.209 -9.155
C 0.161 0.864 -2.223
C -0.328 2.173 -1.948
C -0.040 -0.120 -1.239
C 1.015 -4.737 5.285
C -0.623 0.306 -0.009
C 2.447 0.321 7.420
C 3.169 -0.766 -7.715
C -3.094 -3.498 -1.887
C -1.150 4.759 3.244
C 3.353 -2.456 -9.823
C -4.438 -2.834 -2.239
C 4.406 -0.941 -8.314
C 1.779 -3.587 5.175
C -0.772 -0.560 1.206
C -0.279 -4.726 4.791
C -5.634 -3.521 -1.598
C -0.750 -3.561 4.205
C 4.498 -1.807 -9.392
C 0.882 0.586 -3.538
C 0.327 -1.553 -1.454
C -0.008 0.590 -4.784
C 2.752 1.061 6.161
C 2.162 3.293 6.529
C 0.167 5.180 3.940
C -2.064 -2.562 -1.229
C -0.255 -0.806 -5.402
C 0.311 4.598 5.361
C -1.994 3.878 0.948
C -1.452 3.784 -0.457
C -0.894 3.857 2.029
H 1.775 -1.548 4.476
H 0.728 5.354 6.024
H 1.621 3.046 7.446
H -1.174 -1.709 -2.951
H 5.445 -1.972 -9.888
H 5.273 -0.412 -7.945
H 1.415 -0.351 -3.483
H 0.234 6.264 3.942
H 0.533 2.447 5.423
H 3.378 -3.140 -10.659
H -1.751 -3.003 -0.284
H 1.006 4.817 3.356
H -2.680 -3.944 -2.788
H 0.049 4.119 1.548
H -2.521 4.827 1.016
H -5.504 -3.647 -0.525
H -1.702 5.637 2.923
H 1.174 -1.634 -2.120
H -1.788 -0.506 1.578
H -0.786 2.827 2.361
H -0.489 -3.262 -2.510
H -0.131 -0.142 1.982
H 3.349 0.289 8.027
H 2.628 4.262 6.648
H -0.657 4.510 -0.585
H 0.554 1.160 -5.518
H 1.245 -2.696 -9.465
H -2.233 4.000 -1.182
H -4.455 -1.779 -1.967
H -2.558 -1.623 -0.983
H -3.298 -4.319 -1.205
H 1.686 0.847 7.989
H -6.544 -2.946 -1.750
H -0.670 4.354 5.758
H -0.912 -5.600 4.857
H -1.763 4.191 3.935
H -0.938 1.126 -4.621
H -2.736 3.109 1.138
H 3.059 -0.097 -6.867
H 0.193 -1.591 -4.802
H 2.794 -3.551 5.547
H 0.619 -2.036 -0.528
H -1.318 -0.996 -5.494
H 2.144 -0.686 7.167
H 0.220 -0.854 -6.373
H -0.459 -1.573 1.036
H -4.581 -2.869 -3.318
H 1.758 3.236 4.458
H -5.808 -4.506 -2.024
H 1.420 -5.627 5.749
H -1.758 -3.514 3.806
```

Net charge: +1
HOMO-LUMO gap (Eh): 0.2825
LUMO energy (hartree): -0.1381
Molecular weight (g/mol): 646.71
Strongest force on any atom (eV/A): 1.93

Computed Mulliken charges, given in elementary charges: -0.027 -0.388 -0.449 -0.416 -0.543 0.580 -0.339 -0.290 -0.280 -0.236 -0.285 -0.176 1.163 0.311 0.423 -0.213 -0.066 -0.932 0.052 -0.939 -0.729 -0.558 -0.403 -0.677 -0.583 -1.482 -0.499 -1.414 -0.177 -0.155 -0.212 -1.876 -0.588 0.700 -0.921 -0.935 -0.265 -1.122 -0.787 -1.115 -1.125 -0.454 0.564 0.464 0.256 0.118 0.378 0.362 0.410 0.473 0.196 0.361 0.198 0.469 0.425 0.445 0.547 0.373 0.435 0.481 0.377 0.022 0.568 0.462 0.338 0.423 0.602 0.537 0.368 0.550 0.345 0.238 0.453 0.286 0.373 0.437 0.370 0.432 0.400 0.367 0.301 0.278 0.388 0.726 0.305 0.261 0.315 0.198 0.271 0.395 0.338 0.380 0.369